Record 1
{"formula": "C31H89N7O10", "method": "ωB97M-V/def2-TZVPD", "species": ["C", "O", "C", "C", "C", "N", "H", "H", "H", "H", "H", "H", "H", "H", "H", "H", "H", "C", "O", "C", "C", "C", "N", "H", "H", "H", "H", "H", "H", "H", "H", "H", "H", "H", "C", "O", "C", "C", "C", "N", "H", "H", "H", "H", "H", "H", "H", "H", "H", "H", "H", "C", "O", "C", "C", "C", "N", "H", "H", "H", "H", "H", "H", "H", "H", "H", "H", "H", "C", "O", "C", "C", "C", "N", "H", "H", "H", "H", "H", "H", "H", "H", "H", "H", "H", "C", "O", "C", "C", "C", "N", "H", "H", "H", "H", "H", "H", "H", "H", "H", "H", "H", "C", "O", "C", "C", "C", "N", "H", "H", "H", "H", "H", "H", "H", "H", "H", "H", "H", "C", "C", "C", "O", "H", "H", "H", "H", "H", "H", "H", "H", "O", "H", "H", "O", "H", "H"], "xyz": [[11.1538, -13.8009, -18.6128], [11.9298, -14.1207, -17.5005], [13.3283, -13.8717, -17.7210], [14.0972, -14.0938, -16.3918], [13.6146, -13.1326, -15.2901], [15.5168, -13.9386, -16.5194], [11.4635, -12.7871, -18.8665], [10.0777, -13.8346, -18.4426], [11.3601, -14.3896, -19.5066], [13.6097, -14.6206, -18.4613], [13.5504, -12.8911, -18.1420], [13.8749, -15.0944, -16.0209], [12.5717, -13.3448, -15.0550], [13.6523, -12.0888, -15.6018], [14.1080, -13.2188, -14.3220], [15.7748, -12.9946, -16.2695], [15.7710, -14.0476, -17.4909], [2.4458, -12.0741, -15.6313], [2.7952, -13.4290, -15.5913], [4.1606, -13.7228, -15.2982], [4.5461, -15.2222, -15.1748], [3.7137, -15.8487, -14.0365], [5.9572, -15.4882, -15.0294], [1.3998, -12.0505, -15.9368], [3.0934, -11.5328, -16.3210], [2.4573, -11.5331, -14.6851], [4.7863, -13.1408, -15.9748], [4.2742, -13.2606, -14.3176], [4.2678, -15.6960, -16.1162], [2.6675, -15.6486, -14.2677], [4.0340, -15.4320, -13.0815], [3.8146, -16.9326, -13.9807], [6.2204, -16.4564, -15.1446], [6.5650, -14.9768, -15.6532], [14.3498, -1.0946, -10.9852], [15.1515, -2.0595, -11.6257], [14.4901, -2.7972, -12.6224], [15.3980, -3.8932, -13.0962], [16.5577, -3.4552, -13.8922], [14.7070, -4.8179, -14.0328], [14.9363, -0.5636, -10.2354], [13.5622, -1.5604, -10.3928], [13.8873, -0.2852, -11.5501], [13.5740, -3.2951, -12.3047], [14.2127, -2.0549, -13.3708], [15.7150, -4.4688, -12.2266], [17.2456, -4.2655, -14.1335], [17.2068, -2.8607, -13.2494], [16.3384, -2.9530, -14.8344], [13.7518, -4.9974, -13.7582], [15.1714, -5.7140, -13.9940], [2.2042, -9.5820, -8.6859], [2.4274, -8.1743, -8.7745], [1.2468, -7.4100, -9.0114], [1.5383, -5.8793, -8.9812], [2.1543, -5.3628, -7.7263], [0.3126, -5.1134, -9.1803], [1.8476, -9.9841, -9.6342], [1.5953, -9.9201, -7.8474], [3.1196, -10.1497, -8.5196], [0.9321, -7.6853, -10.0179], [0.3949, -7.7198, -8.4061], [2.2386, -5.7228, -9.8016], [2.5262, -4.3386, -7.7509], [3.1069, -5.8555, -7.5316], [1.4677, -5.5335, -6.8970], [0.0378, -5.3142, -10.1312], [0.5392, -4.1292, -9.1828], [9.0922, -8.1981, -14.4945], [9.3514, -7.7895, -13.1449], [8.9364, -8.7391, -12.2032], [9.4006, -8.3575, -10.7996], [10.8249, -8.6636, -10.4114], [8.6623, -9.1700, -9.8607], [9.5864, -7.5865, -15.2494], [8.0176, -8.2464, -14.6705], [9.4404, -9.2042, -14.7284], [7.8810, -8.9687, -12.3500], [9.5227, -9.6328, -12.4167], [9.2046, -7.3130, -10.5571], [11.5156, -8.0354, -10.9739], [11.0691, -9.7177, -10.5430], [10.9900, -8.4539, -9.3546], [8.6653, -10.0976, -10.2604], [7.6941, -8.9579, -9.6666], [10.5714, -3.4373, -3.8279], [10.4240, -2.1714, -3.2355], [9.6965, -2.1882, -2.0326], [8.2827, -2.8134, -2.1134], [7.3020, -2.0263, -2.9982], [7.6527, -2.7559, -0.8319], [9.7116, -3.9789, -4.2222], [11.1800, -3.9840, -3.1076], [11.2814, -3.4740, -4.6542], [10.2431, -2.8552, -1.3660], [9.7819, -1.2141, -1.5510], [8.2941, -3.8468, -2.4601], [7.6482, -2.0758, -4.0306], [7.2269, -0.9578, -2.7967], [6.3360, -2.5311, -2.9891], [6.7441, -3.1904, -0.9072], [8.1330, -3.3174, -0.1433], [7.2708, -0.7173, -13.1309], [7.2235, -0.2450, -14.4406], [7.5530, -1.1814, -15.4093], [7.3415, -0.4460, -16.7071], [7.2496, -1.3155, -17.9161], [8.4054, 0.5087, -16.9342], [8.2022, -1.1684, -12.7885], [6.4818, -1.4438, -12.9364], [7.0645, 0.0918, -12.4302], [8.5217, -1.6694, -15.3018], [6.7852, -1.9539, -15.4516], [6.3936, 0.0789, -16.5887], [7.1610, -0.6875, -18.8026], [6.4058, -1.9968, -17.8067], [8.1804, -1.8753, -18.0069], [8.0830, 1.2431, -17.5481], [8.5162, 1.0520, -16.0900], [10.3809, -16.5853, -9.5850], [9.0019, -16.0946, -9.0340], [9.0949, -15.6336, -7.6159], [8.6656, -14.9773, -9.8584], [10.7388, -17.4714, -9.0608], [11.1579, -15.8567, -9.3536], [10.4791, -16.7774, -10.6534], [8.2043, -16.8234, -9.1783], [9.8597, -14.8648, -7.5059], [9.3255, -16.5140, -7.0160], [8.1732, -15.1089, -7.3644], [8.5496, -15.2490, -10.7718], [14.7886, -4.6617, -19.4280], [14.3400, -3.8164, -19.4492], [14.6064, -5.0082, -18.5545], [8.9418, -9.2049, -4.0210], [8.9877, -9.4195, -4.9527], [8.0047, -9.1671, -3.8293]], "total_charge": 0, "smiles": "COC[C@H](C)N.COC[C@H](C)N.COC[C@H](C)N.COC[C@H](C)N.COC[C@H](C)N.COC[C@H](C)N.COC[C@H](C)N.CC(C)O.O.O", "orbital_gap_ev": 9.41}

Record 2
{"formula": "C6H7LiO6Pr", "method": "ωB97M-V/def2-TZVPD", "species": ["O", "C", "O", "O", "C", "C", "Pr", "H", "H", "Li", "C", "C", "O", "C", "O", "O", "H", "H", "H", "H", "H"], "xyz": [[-3.9470, -2.0862, -0.7908], [-2.7428, -1.8106, -0.8003], [-1.8928, -2.4709, -1.4580], [-2.3396, -0.7667, -0.0067], [-1.0430, -0.7131, 0.3157], [-0.6533, -0.8753, 1.6481], [-4.1335, -4.5134, -2.2391], [0.3204, -1.2637, 1.9603], [-1.4608, -1.2419, 2.2905], [-0.0284, -2.1868, -1.2513], [-0.1333, 0.8123, 0.9887], [1.1630, 0.7634, 0.2006], [1.7826, 2.0465, 0.2821], [2.8191, 2.2611, -0.5107], [3.4203, 1.4202, -1.1347], [3.0066, 3.5708, -0.6101], [0.0554, 1.2618, 1.9735], [-0.8215, 1.5604, 0.5682], [1.0106, 0.4976, -0.8537], [1.8386, -0.0102, 0.5900], [3.7792, 3.7447, -1.1621]], "total_charge": 2, "spin_multiplicity": 4, "orbital_gap_ev": [5.80, 5.84]}

Record 3
{"formula": "H6O3", "method": "ωB97M-V/def2-TZVPD", "species": ["O", "H", "H", "O", "H", "H", "O", "H", "H"], "xyz": [[2.1382, -0.6690, -0.7311], [2.9526, -0.2002, -0.9453], [1.8850, -0.3177, 0.1300], [-1.9103, 1.1039, 0.3844], [-2.1725, 0.2011, 0.5966], [-2.7454, 1.5790, 0.3085], [-0.2217, -0.5799, 0.2938], [0.2922, -0.0057, 0.8728], [-0.2617, -0.0973, -0.5396]], "total_charge": 0, "smiles": "O.O.O", "orbital_gap_ev": 11.75}

Record 4
{"formula": "F6H22O11P", "method": "ωB97M-V/def2-TZVPD", "species": ["P", "F", "F", "F", "F", "F", "F", "O", "H", "H", "O", "H", "H", "O", "H", "H", "O", "H", "H", "O", "H", "H", "O", "H", "H", "O", "H", "H", "O", "H", "H", "O", "H", "H", "O", "H", "H", "O", "H", "H"], "xyz": [[-0.0786, 0.1545, -0.3476], [-1.2399, 1.0677, 0.4135], [-1.1324, -0.2653, -1.5820], [0.3400, 1.4438, -1.2593], [1.0385, -0.9287, -0.9733], [1.0284, 0.6034, 0.6685], [-0.6450, -1.0984, 0.6019], [2.0843, -0.4098, 3.0181], [1.2471, -0.2928, 2.5690], [1.9557, -0.0036, 3.8752], [-0.6909, 1.2528, -3.8278], [-1.2053, 0.4492, -3.9037], [0.1001, 0.9880, -3.3584], [4.2865, 0.5149, 1.9695], [3.4720, 0.0261, 2.0880], [4.1207, 1.3616, 2.3839], [-2.9013, -1.5672, -3.9926], [-3.6955, -1.2669, -4.4345], [-2.9597, -1.1930, -3.1135], [-1.0444, 0.3597, 3.0114], [-1.5457, 1.0300, 3.4757], [-0.9842, 0.6843, 2.1130], [2.5633, -3.2577, 1.0414], [2.1582, -2.4416, 0.7479], [3.3179, -2.9782, 1.5598], [3.1219, -0.2653, -2.5494], [2.5149, -0.8919, -2.9433], [2.6661, 0.0533, -1.7704], [1.5458, 3.7878, 0.3828], [1.7304, 3.1413, 1.0642], [0.8655, 3.3823, -0.1547], [-2.5614, -2.4914, 2.3139], [-1.9101, -2.1848, 1.6829], [-3.2163, -1.7939, 2.3409], [-2.2748, -2.8110, -0.8118], [-1.7368, -2.0338, -0.6609], [-3.0741, -2.6507, -0.3101], [-2.3012, 3.6570, -0.1017], [-2.2187, 2.7540, -0.4082], [-2.7411, 4.1144, -0.8183]], "total_charge": -1, "orbital_gap_ev": 10.90}

So what do the calculations give for F_max? Going down the list: 2.7; 4.7; 1.3; 2.5 eV/A.
So what do the calculations give for calculated total energy? Going down the list: -64488.9766; -32875.6667; -6239.2921; -48482.8721 eV.